Entry 1:
Computed, not measured: C6H10CeO6 as an isolated structure at a distorted geometry, with ωB97M-V/def2-TZVPD.

Computed properties:
Charge: +2
Multiplicity: 3
E_tot, Ha: -1160.53165
Largest force on an atom, eV/Å: 3.39
E_LUMO (alpha / beta), hartree: -0.342 / -0.343
E_HOMO (alpha / beta), hartree: -0.552 / -0.552
Relative energy (zero: lowest compared OMol25 entry of this formula, charge and spin), kcal per mole: 0.0

Last column: Löwdin spin population.
Atoms and positions in Å:
O (1.439, 2.410, 0.360)  0.00
C (2.177, 1.355, 0.180)  0.00
O (1.559, 0.219, 0.099)  0.00
C (0.731, -0.218, 1.211)  0.00
C (0.235, -1.616, 0.913)  0.00
C (-0.294, -1.845, -0.504)  0.00
C (-1.101, -0.717, -1.112)  0.00
O (-2.163, -0.361, -0.214)  0.00
C (-2.738, 0.811, -0.401)  0.00
O (-2.643, 1.503, -1.386)  0.00
O (-3.443, 1.116, 0.683)  0.00
H (-0.084, 0.507, 1.322)  0.00
H (1.349, -0.211, 2.116)  0.00
H (-0.550, -1.824, 1.654)  0.00
H (1.049, -2.329, 1.104)  0.00
H (-0.902, -2.761, -0.509)  0.00
H (0.546, -2.030, -1.187)  0.00
H (-1.541, -1.038, -2.065)  0.00
H (-0.490, 0.176, -1.303)  0.00
H (-3.832, 1.993, 0.576)  0.00
Ce (5.503, 0.228, -1.028)  2.01
O (3.299, 1.497, -0.331)  -0.01
H (1.894, 3.134, -0.178)  0.00

=====

Entry 2:
Computed, not measured: a 2-piece molecular cluster, C3H8OS2 overall at a distorted geometry, with ωB97M-V/def2-TZVPD.

Computed properties:
Charge: 0
Multiplicity: 1
E_tot, Ha: -990.65792
Largest force on an atom, eV/Å: 3.87
E_LUMO, hartree: 0.020
E_HOMO, hartree: -0.305
Relative energy (zero: lowest compared OMol25 entry of this formula, charge and spin), kcal per mole: 33.1

Last column: Löwdin charge in e.
Atoms and positions in Å:
C (-1.999, -1.144, -0.612)  -0.05
C (-2.193, 0.111, -1.393)  -0.34
O (-2.914, 1.023, -1.086)  0.04
H (-2.844, -1.267, 0.006)  0.08
H (-1.043, -1.228, -0.311)  0.00
H (-2.096, -2.044, -1.230)  0.09
H (-1.696, 0.054, -2.381)  0.12
C (1.636, -1.608, 1.272)  -0.47
S (1.846, -0.247, 0.061)  0.29
S (0.729, 1.252, 0.754)  0.23
H (1.380, -2.537, 0.708)  0.03
H (0.830, -1.459, 1.959)  0.01
H (2.609, -1.792, 1.814)  0.05
H (0.312, 1.866, -0.520)  -0.09

=====

Entry 3:
Computed, not measured: an isolated ion of composition C8H11N2O4 and charge -1 at a distorted geometry, with ωB97M-V/def2-TZVPD.

Computed properties:
Charge: -1
Multiplicity: 1
E_tot, Ha: -721.83179
Largest force on an atom, eV/Å: 5.42
E_LUMO, hartree: 0.124
E_HOMO, hartree: -0.115
Relative energy (zero: lowest compared OMol25 entry of this formula, charge and spin), kcal per mole: 84.5

Last column: Löwdin charge in e.
Atoms and positions in Å:
C (0.206, 3.548, 0.880)  -0.02
N (-0.241, 2.150, 0.758)  -0.03
C (-0.448, 1.421, -0.392)  -0.35
O (-0.484, 1.953, -1.550)  0.00
C (-0.754, 0.018, 0.002)  -0.18
C (0.171, -1.422, -0.644)  -0.37
C (1.646, -1.346, -0.299)  -0.06
C (-0.484, -2.777, -0.319)  -0.05
N (0.110, -1.302, -2.119)  -0.35
O (-0.944, -1.749, -2.657)  -0.01
O (1.068, -0.809, -2.762)  0.01
C (-1.013, 0.062, 1.346)  -0.07
C (-0.591, 1.353, 1.909)  -0.42
O (-0.500, 1.827, 3.078)  -0.05
H (0.276, 3.924, -0.126)  0.07
H (-0.477, 4.141, 1.495)  0.08
H (1.181, 3.512, 1.375)  0.08
H (-1.497, -0.450, -0.698)  0.13
H (1.841, -1.832, 0.660)  0.07
H (2.306, -1.870, -1.039)  0.09
H (2.018, -0.280, -0.216)  0.10
H (-0.094, -3.176, 0.620)  0.07
H (-1.605, -2.715, -0.226)  0.09
H (-0.250, -3.577, -1.078)  0.10
H (-1.442, -0.602, 2.000)  0.06

=====

Entry 4:
Computed, not measured: a 2-piece molecular cluster, C37H52N5O overall at a distorted geometry, with ωB97M-V/def2-TZVPD.

Computed properties:
Charge: +1
Multiplicity: 1
E_tot, Ha: -1789.79847
Largest force on an atom, eV/Å: 3.46
E_LUMO, hartree: -0.158
E_HOMO, hartree: -0.304
Relative energy (zero: lowest compared OMol25 entry of this formula, charge and spin), kcal per mole: 11.5

Last column: Löwdin charge in e.
Atoms and positions in Å:
C (2.603, 3.502, 0.032)  -0.04
C (2.059, 3.569, -1.378)  -0.37
C (2.498, 4.794, -2.160)  -0.06
N (0.606, 3.636, -1.362)  -0.04
N (0.042, 4.777, -1.688)  0.12
N (-1.300, 4.549, -1.563)  0.00
C (-2.071, 5.797, -1.419)  -0.38
C (-1.668, 6.668, -2.580)  -0.05
C (-1.707, 6.497, -0.127)  -0.04
C (-1.565, 3.282, -1.150)  -0.08
C (-2.999, 2.782, -1.205)  -0.52
C (-2.989, 1.258, -1.169)  -0.05
C (-3.686, 3.230, -2.510)  -0.03
C (-3.760, 3.336, 0.001)  -0.03
C (-0.300, 2.644, -0.966)  -0.20
C (0.181, 1.414, -0.534)  -0.02
H (3.697, 3.461, -0.030)  0.09
H (2.301, 4.404, 0.577)  0.09
H (2.235, 2.614, 0.557)  0.05
H (2.321, 2.645, -1.903)  0.14
H (3.581, 4.792, -2.283)  0.09
H (2.030, 4.817, -3.152)  0.09
H (2.205, 5.705, -1.627)  0.08
H (-3.127, 5.543, -1.443)  0.11
H (-2.071, 7.676, -2.454)  0.09
H (-0.577, 6.729, -2.605)  0.08
H (-2.026, 6.265, -3.534)  0.09
H (-2.199, 7.474, -0.100)  0.09
H (-1.997, 5.925, 0.761)  0.08
H (-0.624, 6.667, -0.109)  0.09
H (-2.665, 0.906, -0.183)  0.06
H (-3.991, 0.865, -1.375)  0.10
H (-2.303, 0.878, -1.932)  0.09
H (-3.718, 4.317, -2.621)  0.06
H (-3.164, 2.809, -3.380)  0.10
H (-4.726, 2.875, -2.526)  0.10
H (-3.817, 4.432, -0.006)  0.07
H (-4.785, 2.941, -0.020)  0.10
H (-3.271, 3.033, 0.935)  0.06
H (-0.530, 0.613, -0.398)  0.02
H (1.249, 1.246, -0.592)  0.02
C (0.342, -6.960, 0.420)  0.02
N (1.114, -5.896, 1.019)  -0.01
C (2.449, -6.027, 1.274)  -0.39
O (3.132, -7.031, 1.073)  0.08
C (2.952, -4.693, 1.816)  -0.15
C (4.096, -4.145, 0.988)  -0.08
C (3.622, -3.836, -0.409)  -0.22
C (3.501, -4.862, -1.351)  -0.03
C (2.971, -4.601, -2.611)  -0.07
C (2.551, -3.307, -2.946)  -0.08
C (2.706, -2.272, -2.015)  -0.07
C (3.284, -2.531, -0.777)  -0.06
N (1.769, -3.849, 1.745)  0.06
C (1.801, -2.512, 1.907)  0.00
C (0.675, -1.686, 1.815)  -0.06
C (0.736, -0.294, 1.921)  0.02
C (-0.352, 0.517, 2.420)  -0.24
C (-0.071, 1.717, 3.122)  -0.02
C (-1.104, 2.556, 3.518)  -0.06
C (-2.430, 2.224, 3.231)  -0.08
C (-2.731, 1.036, 2.544)  -0.08
C (-1.702, 0.159, 2.187)  -0.04
C (0.579, -4.576, 1.249)  -0.35
C (-0.009, -3.982, -0.063)  -0.09
C (-1.502, -4.280, 0.003)  -0.15
C (-1.846, -4.738, 1.444)  -0.17
C (-0.577, -4.655, 2.286)  -0.08
H (0.943, -7.871, 0.440)  0.11
H (-0.581, -7.106, 0.985)  0.09
H (0.075, -6.733, -0.623)  0.10
H (3.240, -4.850, 2.869)  0.18
H (4.489, -3.251, 1.478)  0.12
H (4.864, -4.926, 0.961)  0.14
H (3.847, -5.867, -1.088)  0.12
H (2.884, -5.413, -3.336)  0.11
H (2.096, -3.112, -3.916)  0.11
H (2.382, -1.255, -2.256)  0.11
H (3.477, -1.714, -0.075)  0.11
H (2.750, -2.077, 2.235)  0.15
H (-0.307, -2.151, 1.727)  0.09
H (1.723, 0.169, 1.843)  0.13
H (0.972, 1.951, 3.355)  0.12
H (-0.871, 3.473, 4.063)  0.11
H (-3.247, 2.869, 3.560)  0.12
H (-3.761, 0.762, 2.313)  0.12
H (-1.927, -0.804, 1.712)  0.11
H (0.183, -2.906, -0.106)  0.10
H (0.520, -4.423, -0.916)  0.12
H (-2.084, -3.384, -0.253)  0.11
H (-1.751, -5.063, -0.724)  0.11
H (-2.633, -4.103, 1.869)  0.11
H (-2.232, -5.766, 1.438)  0.10
H (-0.414, -5.528, 2.932)  0.13
H (-0.562, -3.764, 2.923)  0.11

=====

Entry 5:
Computed, not measured: C12H33Cl6F3N3O4 as an isolated structure at a distorted geometry, with ωB97M-V/def2-TZVPD.

Computed properties:
Charge: +1
Multiplicity: 1
E_tot, Ha: -4002.65326
Largest force on an atom, eV/Å: 5.92
E_LUMO, hartree: -0.129
E_HOMO, hartree: -0.403

Last column: Löwdin charge in e.
Atoms and positions in Å:
N (2.820, 1.226, 0.286)  0.16
H (2.942, 2.075, 0.823)  0.12
H (3.579, 0.897, -0.308)  -0.05
H (2.030, 1.389, -0.393)  -0.06
H (2.475, 0.416, 0.871)  0.06
N (1.189, -0.681, 3.988)  0.27
H (1.606, -1.327, 4.654)  0.14
H (0.182, -0.616, 4.135)  0.13
H (1.337, -1.021, 2.990)  0.07
H (1.551, 0.263, 4.075)  0.13
N (-0.359, 3.337, 0.828)  0.30
H (0.138, 2.636, 0.199)  0.08
H (-1.323, 3.341, 0.492)  0.11
H (0.017, 4.274, 0.692)  0.14
H (-0.190, 3.117, 1.803)  0.14
O (0.788, 1.479, -0.748)  -0.41
C (0.157, 0.222, -0.636)  -0.24
C (0.247, -0.614, 0.695)  -0.31
O (1.491, -0.797, 1.325)  -0.38
H (0.495, -0.406, -1.473)  0.07
H (-0.901, 0.362, -0.900)  0.10
H (-0.228, -1.576, 0.458)  0.09
H (-0.429, -0.231, 1.481)  0.08
C (-3.245, 1.736, -1.791)  -0.06
C (-4.588, 1.543, -1.116)  -0.16
O (-4.602, 0.756, 0.093)  0.05
C (-3.859, 1.093, 1.129)  -0.38
O (-3.137, 2.049, 1.246)  0.12
C (-4.020, 0.081, 2.306)  -0.57
F (-5.235, -0.438, 2.238)  0.20
F (-3.082, -0.866, 2.240)  0.17
F (-3.861, 0.733, 3.445)  0.18
H (-2.507, 2.156, -1.111)  0.04
H (-3.287, 2.354, -2.688)  0.10
H (-2.852, 0.793, -2.177)  0.09
H (-5.350, 1.110, -1.760)  0.13
H (-5.021, 2.495, -0.798)  0.13
Cl (4.180, 0.326, -1.997)  0.73
C (3.939, -1.388, -2.273)  -0.59
C (2.716, -1.794, -1.452)  -0.67
Cl (2.440, -3.539, -1.670)  0.60
H (4.802, -1.898, -1.851)  0.08
H (3.891, -1.425, -3.357)  0.07
H (1.801, -1.355, -1.852)  0.01
H (2.677, -1.455, -0.416)  0.05
Cl (-0.233, -3.934, 3.355)  0.54
C (0.108, -4.118, 1.619)  -0.69
C (0.458, -5.547, 1.260)  -0.64
Cl (-0.996, -6.554, 1.572)  0.55
H (0.899, -3.394, 1.420)  0.04
H (-0.740, -3.749, 1.045)  0.06
H (1.296, -5.956, 1.823)  0.07
H (0.830, -5.627, 0.239)  0.06
Cl (1.476, 0.553, -3.998)  0.58
C (1.551, 1.927, -2.829)  -0.65
C (0.255, 2.666, -2.914)  -0.65
Cl (-0.158, 3.283, -4.579)  0.52
H (2.448, 2.481, -3.095)  0.07
H (1.730, 1.526, -1.834)  -0.04
H (0.186, 3.577, -2.322)  0.06
H (-0.523, 2.035, -2.484)  0.04

=====

Entry 6:
Computed, not measured: a single CH2N4 molecule at a distorted geometry, with ωB97M-V/def2-TZVPD.

Computed properties:
Charge: 0
Multiplicity: 1
E_tot, Ha: -258.28549
Largest force on an atom, eV/Å: 1.46
E_LUMO, hartree: 0.024
E_HOMO, hartree: -0.404
Relative energy (zero: lowest compared OMol25 entry of this formula, charge and spin), kcal per mole: 37.8

Last column: Löwdin charge in e.
Atoms and positions in Å:
C (-0.471, 0.631, -0.019)  -0.22
N (0.697, 1.192, -0.006)  0.01
N (1.586, 0.178, -0.007)  -0.06
N (1.002, -0.967, -0.017)  -0.01
N (-0.311, -0.695, -0.027)  0.00
H (-1.478, 1.069, -0.011)  0.12
H (-1.024, -1.408, 0.086)  0.15

=====

Entry 7:
Computed, not measured: a single C10H9N molecule at a distorted geometry, with ωB97M-V/def2-TZVPD.

Computed properties:
Charge: 0
Multiplicity: 1
E_tot, Ha: -441.15285
Largest force on an atom, eV/Å: 3.89
E_LUMO, hartree: 0.013
E_HOMO, hartree: -0.322
Relative energy (zero: lowest compared OMol25 entry of this formula, charge and spin), kcal per mole: 42.0

Last column: Löwdin charge in e.
Atoms and positions in Å:
C (1.988, -1.477, -0.011)  -0.05
C (1.349, -0.152, 0.025)  -0.30
C (2.037, 0.904, 0.360)  -0.02
C (1.293, 2.144, 0.621)  -0.07
N (-0.019, 2.181, 0.562)  0.11
C (-0.728, 1.144, 0.096)  -0.30
C (-2.066, 1.125, 0.020)  -0.04
C (-2.785, 0.052, -0.446)  -0.08
C (-2.185, -1.217, -0.508)  -0.06
C (-0.786, -1.220, -0.449)  -0.01
C (-0.066, -0.030, -0.127)  -0.12
H (1.564, -1.805, -0.911)  0.05
H (1.561, -1.936, 0.917)  0.12
H (3.142, -1.317, -0.132)  0.13
H (3.055, 0.633, 0.431)  0.09
H (1.805, 3.079, 0.896)  0.11
H (-2.479, 2.145, 0.094)  0.13
H (-3.818, 0.067, -0.128)  0.10
H (-2.673, -2.118, -0.829)  0.10
H (-0.188, -2.203, -0.481)  0.12

=====

Entry 8:
Computed, not measured: C22H32Cl2N4RuSSeSi2 as an isolated structure, with ωB97M-V/def2-TZVPD.

Computed properties:
Charge: +2
Multiplicity: 1
E_tot, Ha: -5469.99251
Largest force on an atom, eV/Å: 0.98
E_LUMO (alpha / beta), hartree: -0.250 / -0.250
E_HOMO (alpha / beta), hartree: -0.506 / -0.506
Relative energy (zero: lowest compared OMol25 entry of this formula, charge and spin), kcal per mole: 15.8

Last column: Löwdin charge in e.
Atoms and positions in Å:
Ru (-0.034, -0.095, 0.583)  0.24
C (1.675, 2.467, -1.604)  -0.22
Si (0.742, 2.199, -0.007)  0.48
C (1.898, 2.554, 1.433)  -0.22
C (-0.573, 3.519, 0.018)  -0.31
C (-0.347, 4.895, 0.021)  -0.07
C (-1.428, 5.764, -0.011)  -0.05
C (-2.731, 5.273, -0.065)  -0.05
C (-2.965, 3.907, -0.090)  -0.08
C (-1.883, 3.027, -0.038)  -0.32
Si (-1.968, 1.179, -0.087)  0.51
C (-2.570, 0.441, 1.555)  -0.19
C (-3.011, 0.708, -1.554)  -0.18
H (1.789, 3.551, -1.707)  0.05
H (1.091, 2.121, -2.460)  0.04
H (2.669, 2.020, -1.656)  0.01
H (2.275, 3.559, 1.207)  0.05
H (2.762, 1.898, 1.534)  0.01
H (1.376, 2.629, 2.386)  0.00
H (0.661, 5.295, 0.050)  0.11
H (-1.261, 6.833, -0.001)  0.12
H (-3.562, 5.966, -0.093)  0.12
H (-3.985, 3.539, -0.148)  0.11
H (-3.156, 1.269, 1.972)  0.06
H (-1.833, 0.208, 2.331)  -0.03
H (-3.228, -0.412, 1.424)  0.01
H (-3.797, 1.463, -1.652)  0.05
H (-3.481, -0.269, -1.492)  0.00
H (-2.405, 0.755, -2.463)  0.05
Cl (0.582, 0.265, 3.215)  0.62
C (1.102, -1.321, 3.870)  -0.90
Cl (1.413, -2.455, 2.560)  0.57
H (0.296, -1.699, 4.486)  0.04
H (2.004, -1.157, 4.446)  0.05
S (1.582, -0.587, -1.040)  0.61
C (3.213, -0.409, -0.541)  -0.74
N (3.702, -0.368, 0.692)  0.04
C (5.172, -0.280, 0.708)  -0.08
C (5.525, -0.333, -0.795)  -0.08
N (4.197, -0.330, -1.425)  0.05
H (3.141, -0.594, 1.495)  0.08
H (5.596, -1.115, 1.262)  0.13
H (5.492, 0.650, 1.173)  0.12
H (6.073, -1.233, -1.064)  0.13
H (6.097, 0.536, -1.110)  0.13
H (4.037, -0.315, -2.419)  0.16
C (-3.599, -2.720, -2.609)  0.00
N (-3.679, -2.846, -1.155)  -0.05
C (-2.739, -2.527, -0.262)  -0.62
Se (-0.960, -2.008, -0.661)  0.73
N (-3.195, -2.857, 0.954)  0.13
C (-4.477, -3.387, 0.864)  -0.16
C (-5.365, -3.865, 1.818)  0.01
C (-6.573, -4.335, 1.347)  -0.04
C (-6.886, -4.330, -0.023)  -0.04
C (-6.001, -3.854, -0.968)  0.02
C (-4.785, -3.380, -0.492)  -0.14
H (-2.657, -2.255, -2.879)  0.06
H (-4.424, -2.108, -2.968)  0.11
H (-3.658, -3.709, -3.059)  0.11
H (-2.635, -2.783, 1.787)  0.16
H (-5.125, -3.874, 2.873)  0.12
H (-7.300, -4.722, 2.049)  0.12
H (-7.847, -4.711, -0.342)  0.12
H (-6.245, -3.856, -2.022)  0.12